Formula: C36H77BrCl2N5O12S
Source: OMol25
Level of theory: the ωB97M-V functional and the def2-TZVPD basis

Cartesian coordinates (Å):
C: 6.060382 0.994315 1.489106
N: 4.848480 0.068003 1.209084
C: 4.300333 0.492774 -0.122425
C: 2.671287 0.232977 -0.419534
C: 2.658713 -1.405250 -0.494815
C: 3.096477 -2.416294 0.670632
C: 2.589349 -3.945973 0.173754
C: 3.543863 -4.568465 -1.008890
O: 3.807075 -5.991327 -0.639002
C: 2.617905 -6.818708 -0.974810
O: 1.686552 -7.184682 -0.054012
C: 1.921148 0.935428 0.859083
Br: 2.943349 2.539495 1.707360
C: 1.559810 0.133463 2.195246
C: 0.216851 -0.693423 2.462865
C: -0.062102 -2.148964 1.856251
C: -1.217237 0.166606 2.389052
N: 0.723162 1.809440 0.525272
C: 0.975932 2.680690 -0.629173
O: -0.003571 3.796587 -0.844313
C: 0.707835 5.070783 -0.505843
N: 1.068442 6.246337 -0.036946
C: 0.950305 1.547947 -1.876434
O: 0.806025 2.559144 -2.973770
C: -0.528223 0.923831 -1.852156
Cl: -0.857561 -0.749807 -1.145270
C: -1.467327 1.033409 -3.236866
C: -2.327934 2.473200 -3.286648
Cl: -0.779959 0.479465 -4.817652
N: 2.218916 0.779934 -1.807960
S: 2.041400 -0.413284 -3.114937
C: 3.420032 1.399868 -2.588610
N: 3.149580 1.558855 -4.104318
H: 5.776662 1.929591 2.130118
H: 6.798384 0.349673 2.172006
H: 6.673419 1.232389 0.513625
H: 5.379168 -0.851152 1.116328
H: 4.986289 -0.152170 -0.864892
H: 4.674249 1.583646 -0.275253
H: 3.533293 -1.689391 -1.269249
H: 1.618352 -1.878288 -0.818954
H: 2.676962 -2.337167 1.732553
H: 4.267208 -2.633568 0.775234
H: 2.642782 -4.602013 1.170168
H: 1.482907 -3.955934 -0.192783
H: 2.877491 -4.617141 -1.996920
H: 4.524929 -3.945288 -1.183943
H: 2.431444 -7.241121 -2.068650
H: 2.566753 -0.385526 2.580368
H: 1.432269 0.969890 3.056094
H: 0.250261 -0.919824 3.645789
H: -1.242953 -2.328783 1.850259
H: 0.353793 -2.995741 2.588873
H: 0.315542 -2.416412 0.800040
H: -1.019690 1.328455 2.577486
H: -1.928244 -0.159414 3.291234
H: -1.826871 -0.037926 1.414714
H: 0.429589 2.388379 1.343355
H: 2.003239 3.188482 -0.803629
H: 1.469450 3.293203 -2.900262
H: -1.232390 1.595599 -1.136461
H: -2.355455 0.262096 -3.002113
H: -2.943457 2.433599 -4.281119
H: -1.632558 3.412619 -3.335036
H: -3.035097 2.573507 -2.332282
H: 1.178935 -1.432942 -2.871782
H: 4.287352 0.582935 -2.735696
H: 3.799133 2.390047 -2.100060
H: 3.983004 1.314059 -4.676029
H: 3.090126 2.617933 -4.205179
C: 5.414737 -7.519183 1.937431
O: 5.768167 -8.424924 2.978601
C: 5.580486 -7.864414 4.280646
C: 4.242633 -8.294931 4.897391
O: 3.130971 -7.801291 4.141794
C: 2.623170 -8.764163 3.226458
H: 5.251465 -8.096205 1.023278
H: 4.501054 -6.964455 2.163915
H: 6.237575 -6.814759 1.771850
H: 5.665538 -6.770785 4.245445
H: 6.392548 -8.242361 4.911747
H: 4.166740 -7.862798 5.899496
H: 4.185751 -9.387246 4.996149
H: 1.958815 -9.453226 3.758975
H: 3.413008 -9.339863 2.726467
H: 2.031916 -8.240694 2.470051
C: -7.852949 5.841932 -0.775060
O: -7.628298 5.050484 0.387892
C: -7.352192 3.682617 0.075771
C: -5.844765 3.394184 0.069160
O: -5.172177 4.129077 -0.959409
C: -4.588541 5.332926 -0.476769
H: -7.715074 6.892440 -0.505413
H: -7.158005 5.598117 -1.582179
H: -8.881697 5.695486 -1.122799
H: -7.811664 3.405360 -0.881575
H: -7.819552 3.075164 0.858813
H: -5.695018 2.331938 -0.145135
H: -5.396944 3.606746 1.049168
H: -3.625939 5.104302 -0.006796
H: -5.225718 5.859691 0.245584
H: -4.400795 5.989998 -1.330444
C: -0.273827 5.455580 -9.160109
O: 0.519787 4.610130 -8.332638
C: 0.380383 4.915222 -6.942602
C: -0.625879 3.982986 -6.254165
O: -1.946301 4.150923 -6.782064
C: -2.261579 3.187014 -7.779213
H: -0.391927 4.969239 -10.132123
H: -1.266492 5.632885 -8.739379
H: 0.239029 6.413595 -9.301095
H: 0.101869 5.967839 -6.805035
H: 1.363653 4.767076 -6.482370
H: -0.669503 4.241983 -5.192218
H: -0.310989 2.933778 -6.332572
H: -2.570793 2.254504 -7.294897
H: -1.422965 2.979864 -8.456769
H: -3.106631 3.561193 -8.363702
C: -4.369856 0.727489 4.943650
O: -3.576242 -0.117962 5.771120
C: -3.715646 0.187131 7.161156
C: -4.721908 -0.745106 7.849593
O: -6.042331 -0.577168 7.321694
C: -6.357608 -1.541077 6.324545
H: -4.487957 0.241148 3.971635
H: -5.362522 0.904794 5.364379
H: -3.857000 1.685504 4.802662
H: -3.994159 1.239747 7.298723
H: -2.732377 0.038985 7.621389
H: -4.765533 -0.486108 8.911541
H: -4.407018 -1.794313 7.771185
H: -6.666822 -2.473587 6.808860
H: -5.518994 -1.748227 5.646989
H: -7.202661 -1.166898 5.740056

Atomic forces in eV per Å
1.11 -0.79 1.33
1.85 0.48 -0.39
2.37 -0.36 -1.68
2.16 -1.40 3.03
0.26 -1.60 -0.46
0.47 -2.55 0.29
0.51 0.48 0.79
-2.08 -0.01 -0.06
-2.79 -0.67 -1.44
-4.35 -1.61 4.94
6.72 2.77 -5.99
-2.02 1.89 0.78
1.41 -0.34 -0.11
0.89 0.47 2.48
-1.76 -0.67 1.60
-0.79 -1.54 0.60
-0.03 0.44 0.80
0.04 0.65 -0.75
1.19 -1.90 -1.39
3.45 2.34 1.82
0.32 6.23 3.46
-3.10 -10.79 -4.49
-3.22 6.55 0.93
1.52 -2.03 0.31
-2.73 0.86 -0.52
1.01 1.02 -0.49
-2.59 0.02 1.93
0.70 -0.13 -0.42
-0.29 0.54 1.00
0.16 -1.38 -1.16
-0.70 -2.44 -2.46
3.64 0.79 -2.54
0.73 3.60 1.62
0.41 -1.68 -1.63
-1.60 1.47 -1.44
-1.27 -0.17 1.82
-1.64 1.40 -0.11
-2.02 1.43 0.89
-1.30 -1.84 0.23
-2.47 0.89 1.21
2.23 1.59 0.45
0.53 0.46 -1.80
-2.45 1.05 -0.26
0.01 1.17 -2.48
1.95 0.11 0.74
1.72 0.46 1.81
-1.74 -1.71 0.46
0.98 1.26 2.09
-2.38 0.85 -1.12
0.35 -1.63 -2.31
0.38 0.68 -2.67
2.59 0.42 -0.03
-0.74 1.85 -1.65
-0.55 0.80 1.73
-0.54 -2.50 -0.61
1.72 0.50 -1.93
1.39 0.65 1.67
0.58 -0.99 -0.70
-1.23 -0.84 1.11
-0.82 -0.98 0.28
2.27 -1.38 -1.51
2.27 1.56 -0.57
1.00 0.13 2.04
-1.26 -1.91 0.14
1.51 -0.41 -2.15
-0.11 0.57 1.30
-2.13 1.86 1.80
-0.97 -2.04 -0.64
-0.60 -0.14 0.99
-0.25 -1.87 -0.43
0.14 -0.20 0.06
-0.30 0.44 0.13
-0.15 -0.58 -0.06
-0.01 0.49 -0.29
0.51 -0.28 -0.02
-0.28 -0.04 -0.02
0.09 0.03 0.15
0.02 -0.06 0.03
-0.05 0.07 -0.07
-0.12 -0.09 0.00
-0.06 0.03 -0.03
0.01 -0.02 -0.01
0.09 0.15 -0.10
0.05 -0.10 -0.06
-0.08 0.19 0.15
0.13 0.01 0.11
-0.16 0.07 0.14
0.28 -0.34 -0.39
0.23 0.30 0.41
-0.30 0.14 -0.45
-0.17 0.02 0.42
0.15 0.04 -0.07
-0.07 -0.17 0.06
-0.02 -0.04 0.06
0.07 0.06 -0.08
0.16 0.04 0.06
0.04 0.02 -0.06
-0.02 -0.01 0.00
-0.14 0.06 -0.10
0.03 0.09 0.12
0.06 -0.19 -0.19
-0.08 -0.14 0.06
0.15 0.03 -0.13
-0.31 0.15 0.47
-0.09 -0.49 -0.29
-0.21 0.46 -0.36
0.61 -0.13 -0.02
-0.19 -0.14 0.00
0.12 0.03 0.15
0.07 -0.03 0.04
-0.12 0.00 -0.04
-0.07 -0.14 0.00
0.00 0.00 0.01
0.02 0.01 0.02
0.01 0.18 -0.05
0.05 -0.09 -0.09
-0.12 0.14 0.19
0.13 0.04 0.13
0.19 -0.08 0.01
-0.31 0.22 0.09
0.00 -0.52 -0.01
-0.23 0.48 -0.20
0.59 -0.14 -0.20
-0.19 -0.10 0.09
0.09 0.01 0.11
0.07 -0.03 0.03
-0.11 0.05 -0.03
-0.08 -0.16 -0.01
-0.07 0.01 -0.02
0.01 -0.01 -0.03
0.02 0.17 -0.08
0.05 -0.06 -0.10
-0.11 0.12 0.17
0.12 0.04 0.13

Output
HOMO-LUMO gap (eV): 7.12
Spin multiplicity: 1
Total charge: +1
Molar mass (u): 954.91
HOMO level (eV): -10.4